1.
C27H58BO8Si | ωB97M-V/def2-TZVPD

- molar mass (g/mol) = 549.7
- HOMO-LUMO gap (eV) = 5.34
- lowest unoccupied orbital energy (eV) = 2.04
- relative energy (zero: lowest compared OMol25 entry of this formula, charge and spin) (kcal/mol) = 54.33
- HOMO energy (hartree) = -0.121
- charge = -1

Last column: Löwdin charge in e.
Geometry (Å):
Si (-2.984, -1.678, 0.639)  0.507
O (-2.167, -9.379, 0.467)  0.052
O (2.311, -2.080, 0.245)  -0.095
O (-4.394, 2.339, 1.936)  0.064
O (-3.565, -5.544, -2.425)  0.062
O (1.896, 3.665, -1.040)  0.071
O (1.246, -1.009, 1.982)  0.076
O (-1.492, 6.615, -0.055)  0.064
O (6.626, 5.207, -1.656)  0.061
C (1.708, -0.910, 0.841)  -0.386
C (0.421, 0.722, -0.873)  -0.226
C (-1.674, -8.703, 1.351)  -0.496
C (-2.257, -2.777, 2.080)  -0.229
C (7.449, 4.381, -1.999)  -0.491
C (2.471, 4.577, -0.480)  -0.489
C (-3.153, -2.726, -0.983)  -0.225
C (-1.643, -9.185, 2.778)  -0.029
C (-4.052, 3.333, 4.065)  -0.039
C (-0.703, -0.414, -0.833)  -0.291
C (8.783, 4.794, -2.563)  -0.028
C (-2.737, -6.365, -2.759)  -0.510
C (3.721, -2.120, 0.560)  -0.252
C (-2.177, 3.111, 2.316)  -0.026
C (-2.998, -7.841, -2.623)  -0.029
C (7.176, 2.905, -1.877)  -0.014
C (-2.249, 7.487, -0.429)  -0.496
C (-2.847, 7.463, -1.810)  -0.023
C (-1.073, -7.354, 1.063)  -0.006
C (-3.615, 2.875, 2.697)  -0.499
C (3.957, 4.533, -0.238)  -0.028
C (-1.405, -5.944, -3.324)  -0.024
C (4.366, -3.471, -0.062)  -0.089
C (1.660, 0.501, 0.120)  -0.098
C (-4.755, -1.189, 1.192)  -0.257
C (1.725, 5.794, -0.001)  -0.023
C (-2.627, 8.634, 0.471)  -0.028
B (-1.764, -0.149, 0.427)  -0.614
H (-1.130, -2.609, 2.148)  0.021
H (4.360, 3.600, -0.634)  0.060
H (-2.817, -2.130, -1.890)  0.024
H (-0.013, -7.354, 1.329)  0.090
H (4.816, -3.193, -1.064)  0.064
H (3.926, -2.136, 1.689)  0.125
H (-2.537, -3.670, -0.855)  0.013
H (-5.110, 3.100, 4.204)  0.075
H (8.842, 5.883, -2.593)  0.081
H (9.588, 4.416, -1.929)  0.084
H (5.165, -3.912, 0.628)  0.070
H (-1.188, 0.142, 1.431)  0.013
H (7.909, 2.445, -1.213)  0.088
H (-2.315, 9.579, 0.021)  0.082
H (-3.475, 2.814, 4.833)  0.080
H (3.518, -4.223, -0.234)  0.083
H (-2.756, -2.405, 3.035)  0.019
H (-3.917, 4.413, 4.157)  0.074
H (-4.792, -0.750, 2.251)  0.025
H (-3.993, -7.996, -2.203)  0.085
H (-2.110, -10.170, 2.837)  0.079
H (2.111, 6.687, -0.500)  0.083
H (-2.544, 8.356, -2.362)  0.082
H (-2.954, -8.320, -3.605)  0.080
H (-2.487, 6.583, -2.345)  0.088
H (-1.963, 4.183, 2.331)  0.074
H (0.768, 0.870, -1.944)  0.093
H (6.180, 2.755, -1.458)  0.066
H (-2.403, 0.820, 0.083)  0.013
H (-2.123, 8.520, 1.433)  0.082
H (-0.091, 1.692, -0.543)  0.097
H (-4.259, -2.967, -1.143)  0.026
H (4.442, 5.367, -0.746)  0.067
H (-1.340, -0.268, -1.784)  0.080
H (-1.166, -7.136, -0.003)  0.068
H (1.656, 1.291, 0.936)  0.118
H (-2.001, 2.732, 1.308)  0.061
H (7.214, 2.437, -2.863)  0.089
H (1.830, 5.892, 1.082)  0.087
H (2.610, 0.630, -0.515)  0.105
H (-0.598, -6.309, -2.684)  0.079
H (-5.401, -2.146, 1.241)  0.017
H (0.667, 5.688, -0.242)  0.057
H (-1.602, -6.582, 1.625)  0.089
H (4.160, 4.574, 0.835)  0.089
H (-1.290, -6.336, -4.337)  0.080
H (-5.291, -0.504, 0.452)  0.031
H (-2.260, -8.287, -1.952)  0.061
H (-3.706, 8.634, 0.639)  0.084
H (-2.537, -3.860, 1.867)  -0.003
H (-3.935, 7.412, -1.744)  0.086
H (8.892, 4.409, -3.580)  0.084
H (-0.609, -9.267, 3.119)  0.083
H (-1.357, -4.854, -3.362)  0.085
H (-1.518, 2.582, 3.008)  0.088
H (4.257, -1.242, 0.068)  0.114
H (-2.198, -8.495, 3.415)  0.087
H (-0.311, -1.483, -0.884)  0.079


2.
C28H57NO29 | ωB97M-V/def2-TZVPD

- molar mass (g/mol) = 871.7
- 2S+1 = 2
- HOMO-LUMO gap (spin up / spin down) (eV) = 3.21 / 6.86
- lowest unoccupied orbital energy (spin up / spin down) (eV) = 2.30 / 2.30
- HOMO energy (spin up / spin down) (hartree) = -0.033 / -0.167
- expectation value of S² = 0.753
- charge = -1

Last column: Löwdin spin population.
Geometry (Å):
O (19.065, -15.640, -7.281)  0.002
O (22.475, -17.415, -10.740)  0.000
O (13.546, -15.208, -10.352)  0.000
O (18.977, -19.170, -7.698)  0.261
O (13.122, -17.382, -9.763)  0.000
O (17.853, -22.932, -9.586)  0.001
O (15.902, -22.139, -6.382)  0.001
O (14.320, -23.430, -5.872)  0.000
O (19.068, -24.714, -9.408)  0.000
O (19.836, -18.108, -1.670)  0.000
O (24.491, -16.459, -10.685)  0.000
O (17.137, -14.387, -7.589)  0.001
O (20.380, -20.803, -10.972)  0.000
O (23.111, -15.864, -9.188)  0.000
O (21.981, -20.465, -12.597)  0.000
O (14.868, -23.199, -8.052)  0.000
O (12.748, -16.797, -11.732)  0.000
O (14.401, -18.581, -14.112)  0.000
O (19.222, -15.111, -11.843)  0.002
O (16.447, -19.483, -14.388)  0.000
O (18.595, -19.056, -3.382)  0.001
O (17.996, -19.579, -1.394)  0.000
O (17.297, -14.335, -11.959)  0.000
O (15.859, -17.891, -12.755)  0.001
O (17.239, -18.590, -8.831)  0.213
O (22.628, -21.107, -10.613)  0.000
O (19.107, -13.411, -7.186)  0.000
O (18.337, -14.777, -13.923)  0.000
O (17.763, -24.676, -11.230)  0.000
N (18.456, -18.604, -8.659)  0.428
C (15.958, -14.151, -12.486)  0.000
C (16.313, -15.497, -7.809)  0.005
C (20.538, -15.159, -12.343)  0.000
C (18.930, -18.887, -2.103)  0.000
C (19.324, -18.280, -4.316)  0.004
C (18.496, -14.542, -7.332)  0.001
C (14.978, -22.937, -6.852)  0.000
C (21.576, -20.817, -11.371)  0.000
C (12.659, -16.019, -12.903)  0.000
C (16.388, -21.041, -7.143)  0.003
C (23.279, -16.670, -10.232)  0.000
C (18.573, -12.086, -7.400)  0.000
C (16.988, -22.051, -10.261)  0.001
C (13.755, -19.593, -14.811)  0.000
C (13.190, -16.318, -10.625)  0.000
C (18.099, -19.605, 0.029)  0.000
C (18.172, -24.160, -10.189)  0.000
C (24.932, -17.342, -11.714)  0.000
C (13.881, -17.531, -8.567)  0.002
C (19.347, -26.120, -9.601)  0.000
C (22.417, -21.503, -9.238)  0.001
C (17.085, -17.947, -12.042)  0.003
C (20.951, -20.109, -13.542)  0.000
C (15.662, -18.720, -13.821)  0.000
C (18.278, -14.665, -12.704)  0.000
C (21.843, -15.695, -8.601)  0.001
C (13.418, -24.492, -6.047)  0.000
C (19.296, -17.845, -9.621)  0.027
H (24.495, -17.115, -12.686)  0.000
H (18.575, -26.810, -9.940)  0.000
H (14.186, -20.568, -15.037)  0.000
H (20.250, -18.362, -9.514)  0.000
H (17.265, -21.074, -9.864)  0.001
H (12.719, -24.580, -5.215)  0.000
H (13.949, -25.441, -5.975)  0.000
H (15.284, -14.595, -11.753)  0.000
H (19.476, -17.293, -3.879)  0.000
H (24.776, -18.378, -11.412)  0.000
H (15.994, -22.464, -10.090)  0.000
H (20.201, -20.896, -13.609)  0.000
H (20.513, -19.148, -13.271)  0.000
H (21.239, -15.485, -11.575)  0.000
H (20.197, -26.221, -10.276)  0.000
H (21.346, -19.897, -14.535)  0.000
H (18.722, -18.232, -5.223)  0.004
H (15.798, -14.721, -13.402)  0.000
H (15.736, -20.619, -7.908)  0.000
H (20.143, -18.968, -4.528)  0.000
H (13.509, -16.889, -7.768)  0.000
H (23.333, -21.316, -8.677)  0.000
H (16.603, -20.213, -6.468)  0.001
H (21.253, -16.598, -8.441)  0.000
H (13.014, -16.540, -13.792)  0.000
H (19.018, -18.207, -10.611)  0.007
H (21.964, -15.035, -7.742)  0.000
H (18.059, -18.558, 0.330)  0.000
H (21.134, -15.187, -9.255)  0.001
H (22.030, -22.519, -9.309)  0.000
H (17.141, -17.078, -11.387)  0.001
H (13.535, -18.469, -8.133)  0.000
H (16.577, -15.991, -8.744)  0.002
H (19.406, -11.395, -7.528)  0.000
H (17.318, -21.324, -7.636)  0.002
H (18.020, -11.765, -6.517)  0.000
H (12.767, -19.866, -14.441)  0.000
H (17.211, -19.988, 0.532)  0.000
H (11.622, -15.843, -13.187)  0.000
H (20.801, -14.119, -12.534)  0.000
H (13.214, -15.082, -12.860)  0.000
H (17.302, -21.977, -11.303)  0.000
H (17.861, -17.804, -12.794)  0.000
H (15.649, -13.114, -12.620)  0.000
H (20.467, -15.836, -13.195)  0.000
H (19.212, -16.773, -9.439)  0.013
H (17.938, -12.057, -8.285)  0.000
H (19.699, -26.388, -8.605)  0.000
H (13.353, -19.214, -15.751)  0.000
H (12.781, -24.399, -6.927)  0.000
H (21.663, -20.945, -8.684)  0.001
H (19.021, -19.948, 0.498)  0.000
H (14.964, -17.440, -8.660)  0.002
H (16.350, -16.215, -6.990)  0.002
H (26.003, -17.195, -11.851)  0.000
H (15.302, -15.092, -7.832)  0.000
H (17.201, -18.885, -11.499)  0.001


3.
C14H17BF6IrN6O | ωB97M-V/def2-TZVPD

- molar mass (g/mol) = 602.3
- 2S+1 = 6
- HOMO-LUMO gap (spin up / spin down) (eV) = 8.35 / 4.54
- lowest unoccupied orbital energy (spin up / spin down) (eV) = -6.25 / -11.28
- relative energy (zero: lowest compared OMol25 entry of this formula, charge and spin) (kcal/mol) = 0.00
- HOMO energy (spin up / spin down) (hartree) = -0.537 / -0.581
- expectation value of S² = 8.771
- charge = +2

Last column: Löwdin spin population.
Geometry (Å):
Ir (1.181, 0.623, -0.030)  1.545
F (0.714, -4.816, -0.101)  0.001
F (1.175, -2.521, 2.919)  0.009
F (2.310, -3.478, 0.596)  0.000
F (-0.014, -4.341, 2.550)  0.020
F (1.234, -3.035, -1.265)  0.001
F (-1.014, -2.430, 2.965)  0.005
O (0.123, -1.294, 0.665)  0.619
N (-0.202, 0.490, -1.575)  0.188
N (-0.518, 1.834, 0.830)  0.173
N (0.796, 3.176, -1.392)  0.003
N (-0.910, 1.578, -2.044)  0.044
N (-1.196, 2.838, 0.069)  0.435
N (1.677, 2.222, -0.825)  0.051
C (-1.538, -0.172, -3.238)  0.022
C (-2.421, 3.012, 0.591)  0.218
C (0.051, -2.995, 2.328)  0.052
C (-1.712, 1.194, -3.053)  0.032
C (-0.579, -0.589, -2.310)  0.035
C (-1.450, 1.398, 1.797)  0.634
C (-1.353, -3.149, 0.216)  0.032
C (2.801, -0.488, -0.184)  0.136
C (-0.024, -2.634, 0.770)  0.064
C (1.085, -3.502, 0.018)  0.001
C (-2.583, 2.181, 1.705)  0.415
C (2.854, 3.640, -2.098)  0.010
C (2.949, 2.581, -1.204)  0.026
C (1.506, 3.981, -2.191)  0.027
B (-0.743, 2.990, -1.385)  0.032
H (2.803, -1.270, 0.595)  0.014
H (-0.138, -1.558, -2.133)  0.001
H (-3.422, 2.168, 2.377)  0.012
H (-1.411, -4.232, 0.334)  0.003
H (0.965, 4.764, -2.684)  0.001
H (-1.436, -2.909, -0.848)  0.000
H (-2.359, 1.910, -3.541)  0.002
H (-1.181, 0.533, 2.365)  0.027
H (3.672, 4.124, -2.592)  0.000
H (-2.051, -0.792, -3.942)  0.002
H (-2.196, -2.692, 0.738)  0.000
H (-3.089, 3.741, 0.150)  0.007
H (3.781, 1.948, -0.921)  0.001
H (3.689, 0.136, 0.018)  0.025
H (-1.353, 3.801, -2.021)  0.000
H (2.936, -0.956, -1.172)  0.028
H (0.212, 2.363, 1.312)  0.049


4.
C46H37KN4O3P2S5Sb | ωB97M-V/def2-TZVPD

- molar mass (g/mol) = 1077.0
- 2S+1 = 2
- HOMO-LUMO gap (spin up / spin down) (eV) = 3.89 / 5.76
- lowest unoccupied orbital energy (spin up / spin down) (eV) = 3.89 / 3.89
- relative energy (zero: lowest compared OMol25 entry of this formula, charge and spin) (kcal/mol) = 31.01
- HOMO energy (spin up / spin down) (hartree) = 0.000 / -0.069
- expectation value of S² = 0.763
- charge = -2

Last column: Löwdin spin population.
Geometry (Å):
Sb (-1.028, 3.113, -4.517)  0.000
K (-0.248, 1.017, -1.862)  0.000
S (-0.736, 0.867, -4.826)  0.000
S (-3.479, 2.674, -2.468)  0.000
S (0.231, -1.690, -0.642)  0.072
S (1.124, 3.757, -3.458)  0.000
S (1.174, 3.994, -5.536)  0.000
P (2.838, -0.060, -1.424)  0.001
P (-1.094, -0.932, 2.918)  0.054
O (0.580, -0.352, -0.039)  -0.002
O (-3.888, 2.684, -3.857)  0.000
O (-2.644, 3.796, -2.057)  0.000
N (-4.714, 0.244, -2.396)  0.000
N (-2.829, -0.886, -1.467)  0.006
N (-2.689, 1.368, -1.992)  0.000
N (-8.413, 3.589, 0.757)  0.000
C (-4.970, 2.852, -1.510)  0.000
C (4.996, 0.102, 2.113)  0.000
C (5.152, 1.452, -2.079)  0.000
C (-1.194, 2.610, 0.784)  0.000
C (-7.334, 3.234, -1.391)  0.000
C (2.850, -1.925, 3.725)  0.001
C (1.963, -3.896, -0.298)  0.007
C (4.578, 1.313, 2.652)  0.000
C (6.369, 1.247, -4.150)  0.000
C (-1.890, -4.790, 0.421)  0.098
C (0.569, -1.270, 5.149)  0.008
C (1.868, -2.551, -0.621)  0.058
C (3.112, -4.616, -0.605)  0.001
C (0.517, -1.291, 3.758)  0.021
C (-5.407, -0.876, -2.347)  0.000
C (5.548, 0.189, -4.513)  0.000
C (4.339, 0.369, -2.417)  0.000
C (3.487, 0.391, 0.246)  0.000
C (4.456, -0.353, 0.918)  0.000
C (-2.255, -4.572, 1.793)  0.165
C (-3.425, 0.212, -1.976)  0.001
C (3.057, 1.590, 0.808)  0.000
C (4.074, -2.645, -1.578)  0.003
C (2.898, -1.879, 5.114)  0.007
C (-7.266, 3.288, 0.001)  0.000
C (-3.569, -1.988, -1.426)  0.001
C (-1.188, -2.338, 1.774)  0.190
C (3.607, 2.054, 1.997)  0.000
C (-4.893, 2.889, -0.128)  0.000
C (0.241, 1.509, 2.876)  0.000
C (-0.293, 3.401, 1.491)  0.000
C (1.671, -1.635, 3.054)  0.007
C (4.155, -3.999, -1.272)  0.003
C (-1.176, -3.824, -0.225)  0.044
C (-0.740, -2.634, 0.418)  0.185
C (-0.666, 0.703, 2.190)  0.003
C (-6.191, 3.018, -2.141)  0.000
C (1.753, -1.554, 5.828)  0.000
C (-1.408, 1.286, 1.152)  0.001
C (0.410, 2.850, 2.545)  0.000
C (6.156, 1.886, -2.936)  0.000
C (-4.882, -2.059, -1.864)  0.000
C (-6.038, 3.098, 0.625)  0.000
C (4.536, -0.232, -3.664)  0.000
C (-1.935, -3.368, 2.388)  0.024
C (2.946, -1.899, -1.249)  0.012
H (4.999, 1.969, -1.140)  0.000
H (1.107, 3.457, 3.112)  0.000
H (-8.359, 3.304, 1.721)  0.000
H (-3.939, 2.738, 0.364)  0.000
H (1.647, -1.653, 1.968)  0.000
H (3.872, -1.028, -3.983)  0.000
H (3.743, -2.175, 3.161)  0.000
H (1.780, -1.519, 6.912)  0.000
H (-1.736, 3.039, -0.054)  0.000
H (-3.092, -2.858, -0.999)  0.002
H (5.040, -4.563, -1.542)  0.000
H (1.136, -4.378, 0.209)  0.002
H (3.274, 2.997, 2.412)  0.000
H (5.684, -0.298, -5.472)  0.000
H (-5.974, 3.116, 1.708)  0.000
H (-8.294, 3.356, -1.884)  0.000
H (2.283, 2.161, 0.307)  0.000
H (0.834, 1.091, 3.682)  0.000
H (-0.331, -1.014, 5.700)  0.001
H (-6.433, -0.815, -2.708)  0.000
H (3.184, -5.662, -0.330)  0.000
H (-5.448, -2.978, -1.823)  0.000
H (7.151, 1.588, -4.818)  0.000
H (-2.129, 0.690, 0.600)  0.001
H (5.002, 1.670, 3.583)  0.000
H (-2.271, -3.190, 3.406)  -0.002
H (4.798, -1.295, 0.507)  0.000
H (3.825, -2.088, 5.636)  0.001
H (-9.280, 3.311, 0.326)  0.000
H (-2.809, -5.323, 2.343)  0.014
H (-6.225, 2.955, -3.222)  0.000
H (-0.898, -3.971, -1.268)  0.001
H (5.747, -0.490, 2.624)  0.000
H (4.918, -2.161, -2.055)  0.001
H (-2.191, -5.691, -0.102)  0.006
H (-0.153, 4.439, 1.214)  0.000
H (6.766, 2.737, -2.657)  0.000


The lowest charge belongs to which entry?
C46H37KN4O3P2S5Sb


What is the formula in the first record?
C27H58BO8Si


Look up the charge of the second one.
-1